C5H7N | ωB97M-V with the def2-TZVPD basis set

Cartesian coordinates (Å):
C -0.740 -1.487 0.995
C -0.062 -0.480 0.111
C 1.030 0.343 0.519
C 1.103 1.400 -0.350
N 0.142 1.221 -1.308
C -0.566 0.076 -1.039
H -1.174 -0.928 1.833
H -1.564 -2.003 0.492
H -0.066 -2.235 1.425
H 1.682 0.164 1.365
H 1.696 2.302 -0.317
H -0.100 1.893 -2.014
H -1.376 -0.240 -1.684

Summary:
**Relative energy (zero: lowest compared OMol25 entry of this formula, charge and spin)**: 0.2096 eV
**SMILES**: Cc1cc[nH]c1
**Gap between HOMO and LUMO**: 9.208 eV
**2S+1**: 1
**Total charge**: 0

C6H10N3 | ωB97M-V with the def2-TZVPD basis set

Cartesian coordinates (Å):
C -1.717 0.091 -1.168
C 1.338 0.341 0.208
C 0.921 -0.298 1.356
C -0.462 -0.443 -1.004
C -1.462 -0.701 1.872
C 1.153 1.033 -2.146
N -2.779 0.475 -1.269
N -0.339 -1.091 1.076
N 0.740 0.333 -0.937
H 2.166 0.899 0.344
H 1.673 -1.094 1.742
H 0.845 0.406 2.127
H -0.501 -1.577 -1.210
H -2.468 -1.124 1.404
H -1.447 -1.175 2.977
H -1.494 0.321 2.094
H 2.210 1.355 -1.985
H 0.454 1.964 -2.393
H 1.169 0.284 -3.088

Summary:
**Relative energy (zero: lowest compared OMol25 entry of this formula, charge and spin)**: 6.1088 eV
**Gap between HOMO and LUMO (alpha / beta)**: 8.414 / 8.251 eV
**2S+1**: 1
**Total charge**: +1

C4H12N2O | ωB97M-V with the def2-TZVPD basis set

Cartesian coordinates (Å):
H 0.199 -0.192 -2.109
N -0.339 -0.560 -1.327
C 0.262 -1.446 -0.653
C -0.433 -2.075 0.518
N 1.501 -1.961 -0.930
H -0.506 -3.150 0.366
H 0.132 -1.891 1.429
H -1.431 -1.657 0.611
H 1.990 -2.436 -0.189
H 2.092 -1.433 -1.554
C 0.977 1.155 1.420
O 1.770 0.375 0.982
H 0.067 0.841 1.955
H 1.103 2.242 1.323
C -1.474 2.436 -0.366
H -1.166 1.422 -0.602
H -2.282 2.723 -1.027
H -0.645 3.118 -0.507
H -1.819 2.490 0.659

Summary:
**Relative energy (zero: lowest compared OMol25 entry of this formula, charge and spin)**: 1.6569 eV
**SMILES**: [H]/N=C(/C)N.C=O.C
**Gap between HOMO and LUMO**: 10.064 eV
**2S+1**: 1
**Total charge**: 0

C37H68B3ClF5NO13S | ωB97M-V with the def2-TZVPD basis set

Cartesian coordinates (Å):
C -1.821 2.428 2.973
C -0.512 2.836 2.242
C -0.638 2.720 0.701
O 0.230 1.713 0.204
C -0.347 0.904 -0.794
C 0.716 0.420 -1.835
C 0.005 -0.682 -2.623
S -1.161 0.170 -3.775
C -0.875 -0.612 -5.395
C 0.580 -0.601 -5.887
O 1.915 0.234 -1.100
C 2.704 -0.896 -1.212
C 3.139 -1.378 -2.617
C 4.634 -1.636 -2.797
O 4.980 -2.549 -3.504
O 5.576 -0.790 -2.198
C 6.521 -1.422 -1.383
C 6.555 -0.995 0.090
O 7.321 -2.228 -1.776
C 2.305 -2.054 -0.209
Cl 3.837 -2.981 0.113
O 1.778 -1.372 0.901
C 1.826 -2.064 2.140
B 2.913 -1.387 3.126
O 3.863 -2.173 3.755
O 2.853 -0.023 3.252
C 4.095 0.596 2.893
C 0.444 -1.807 2.837
F -0.110 -0.670 2.372
F 0.672 -1.599 4.186
C -0.557 -2.940 2.670
C -0.243 -4.272 2.765
C -1.158 -5.277 2.570
C -2.448 -4.918 2.273
C -2.799 -3.592 2.203
C -4.223 -3.212 1.862
F -4.475 -1.907 1.969
F -5.122 -3.914 2.555
F -4.420 -3.513 0.548
C -1.873 -2.600 2.403
B 1.220 -3.095 -0.763
N 1.632 -4.135 -1.721
O -0.127 -3.051 -0.407
B 0.938 1.680 -2.859
C 0.342 3.136 -2.606
O 1.741 1.540 -4.021
H -2.681 2.442 2.296
H -2.060 3.142 3.766
H -1.741 1.419 3.390
H -0.356 3.897 2.474
H 0.349 2.282 2.623
H -1.691 2.553 0.445
H -0.322 3.690 0.288
H -0.674 -0.032 -0.291
H -1.244 1.315 -1.269
H -0.635 -1.318 -1.998
H 0.605 -1.343 -3.253
H -1.201 -1.658 -5.354
H -1.465 -0.052 -6.125
H 0.861 0.419 -6.168
H 1.314 -0.919 -5.142
H 0.736 -1.216 -6.782
H 3.665 -0.576 -0.776
H 2.920 -0.543 -3.305
H 2.610 -2.241 -3.017
H 5.569 -0.668 0.427
H 7.333 -0.251 0.264
H 6.767 -1.911 0.645
H 1.916 -3.153 2.083
H 3.801 -1.984 4.701
H 3.953 1.441 2.212
H 4.570 0.993 3.796
H 4.799 -0.091 2.409
H 0.795 -4.535 2.969
H -0.865 -6.318 2.625
H -3.196 -5.684 2.087
H -2.204 -1.572 2.334
H 0.906 -4.286 -2.412
H 1.895 -5.000 -1.264
H -0.301 -3.844 0.120
H 0.630 3.846 -3.386
H -0.751 3.109 -2.534
H 0.735 3.511 -1.649
H 2.631 1.807 -3.747
C 7.495 3.428 0.502
C 6.142 3.546 1.182
O 6.211 3.527 2.597
C 6.950 4.573 3.201
C 6.394 5.958 2.914
H 8.035 2.555 0.871
H 7.371 3.336 -0.578
H 8.120 4.303 0.690
H 5.528 2.689 0.901
H 5.606 4.438 0.837
H 8.005 4.510 2.914
H 6.906 4.388 4.275
H 6.488 6.221 1.859
H 6.933 6.709 3.493
H 5.335 6.006 3.172
C -6.149 -2.100 -1.962
C -6.234 -1.325 -3.266
O -5.077 -1.438 -4.074
C -4.748 -2.742 -4.512
C -5.820 -3.388 -5.373
H -5.244 -1.834 -1.415
H -7.016 -1.887 -1.335
H -6.122 -3.178 -2.135
H -6.338 -0.262 -3.042
H -7.127 -1.611 -3.834
H -4.500 -3.381 -3.656
H -3.833 -2.638 -5.098
H -6.730 -3.585 -4.805
H -5.464 -4.340 -5.770
H -6.086 -2.736 -6.206
C -6.320 0.983 2.111
C -6.308 1.724 3.438
O -5.410 2.817 3.474
C -5.656 3.855 2.544
C -7.008 4.527 2.721
H -5.310 0.686 1.825
H -6.944 0.091 2.181
H -6.719 1.605 1.307
H -5.978 1.041 4.222
H -7.317 2.050 3.713
H -5.536 3.487 1.519
H -4.868 4.593 2.705
H -7.830 3.847 2.493
H -7.093 5.386 2.054
H -7.136 4.865 3.750

Summary:
**SMILES**: CCCOC[C@](CSCC)(O[C@H](CC(=O)OC(C)=O)[C@@](Cl)(O[C@@H](B(O)OC)C(F)(F)c1cccc(C(F)(F)F)c1)B(N)O)B(C)O.CCOCC.CCOCC.CCOCC
**Gap between HOMO and LUMO**: 8.805 eV
**2S+1**: 1
**Total charge**: 0

C2H6N2OS | ωB97M-V with the def2-TZVPD basis set

Cartesian coordinates (Å):
C -2.181 0.249 0.211
N -0.852 -0.263 -0.337
O -0.785 -1.558 -0.147
C 0.290 0.521 0.017
N 0.340 1.906 0.014
S 1.749 -0.474 0.059
H -3.044 0.707 -0.657
H -2.698 -0.702 0.701
H -1.959 0.977 1.099
H 0.001 -1.770 0.613
H 1.298 2.198 -0.054
H -0.375 2.522 -0.582

Summary:
**Relative energy (zero: lowest compared OMol25 entry of this formula, charge and spin)**: 4.1784 eV
**SMILES**: CN(O)C(N)=S
**Gap between HOMO and LUMO**: 8.864 eV
**2S+1**: 1
**Total charge**: 0

CH3NOS | ωB97M-V with the def2-TZVPD basis set

Cartesian coordinates (Å):
C -0.109 0.574 -0.655
N 0.449 -0.604 -0.022
O -0.422 -0.595 -1.360
S -0.295 -1.138 1.459
H -0.960 1.068 -0.246
H 0.507 1.382 -1.202
H 0.658 -2.190 1.449

Summary:
**Relative energy (zero: lowest compared OMol25 entry of this formula, charge and spin)**: 5.0768 eV
**Expectation value of S²**: 2.02
**Gap between HOMO and LUMO (alpha / beta)**: 6.514 / 6.732 eV
**2S+1**: 3
**Total charge**: 0

H3PS | ωB97M-V with the def2-TZVPD basis set

Cartesian coordinates (Å):
P 0.442 -0.135 0.259
S -2.996 0.267 0.175
H 0.335 1.028 -0.621
H 1.798 -0.003 0.926
H 0.421 -1.156 -0.739

Summary:
**Relative energy (zero: lowest compared OMol25 entry of this formula, charge and spin)**: 3.9025 eV
**Gap between HOMO and LUMO (alpha / beta)**: 6.913 / 6.903 eV
**2S+1**: 1
**Total charge**: 0

C13H9ClF2IrN3O2 | ωB97M-V with the def2-TZVPD basis set

Cartesian coordinates (Å):
Ir -0.035 0.535 0.457
O -1.435 -2.632 -1.782
C -1.241 -1.597 -1.192
N -0.039 -1.160 -0.646
C 1.128 -1.906 -0.729
O 1.268 -2.986 -1.249
C 2.273 -1.216 -0.051
C 3.508 -1.844 0.024
C 4.557 -1.187 0.635
C 4.341 0.086 1.150
C 3.081 0.643 1.047
N 2.061 0.008 0.467
C -2.349 -0.624 -0.944
C -3.641 -0.930 -1.353
C -4.650 -0.017 -1.134
C -4.339 1.182 -0.499
C -3.039 1.409 -0.106
N -2.053 0.532 -0.320
H 3.596 -2.832 -0.406
H 5.529 -1.654 0.712
H 5.137 0.638 1.628
H 2.876 1.625 1.453
H -3.800 -1.885 -1.835
H -5.664 -0.229 -1.444
H -5.100 1.927 -0.310
H -2.766 2.321 0.411
F 0.977 2.871 1.915
C 0.205 2.624 0.782
F 0.899 3.222 -0.274
H -0.698 3.232 0.918
Cl -0.587 -0.154 2.675

Summary:
**Expectation value of S²**: 6.01
**Gap between HOMO and LUMO (alpha / beta)**: 5.379 / 7.644 eV
**2S+1**: 5
**Total charge**: 0

no.,DFT total energy (eV),molar mass (g mol⁻¹)
1,-6788.3030,81.1
2,-10842.1539,124.2
3,-9369.5369,104.2
4,-106555.9920,929.9
5,-18030.6268,106.2
6,-15450.6855,77.1
7,-20168.4632,66.1
8,-42986.3722,504.9